Here is a structure of composition C39H30CaF6N6O10P at a distorted geometry from the Open Molecules 2025 dataset. Energies are from the ωB97M-V functional and the def2-TZVPD basis.

Structure (ORCA input):
```
! wB97M-V def2-TZVPD RIJCOSX def2/J DEFGRID3
* xyz -2 2
Ca -1.42323 0.10348 -0.42243
O 0.34851 1.48634 -3.92272
C 0.14306 0.81518 -2.93106
N 0.20018 1.20461 -1.61070
C 1.12424 2.12434 -1.21748
O 2.00698 2.66808 -1.87411
C 1.08856 2.40462 0.27292
C 0.87638 3.68549 0.76735
C 0.83726 3.86577 2.13679
C 1.02505 2.76812 2.96609
C 1.25549 1.53558 2.37947
N 1.29471 1.34933 1.05968
C -0.19803 -0.66528 -3.10157
C 0.00415 -1.25273 -4.34075
C -0.26927 -2.59980 -4.48321
C -0.73610 -3.31480 -3.38840
C -0.92144 -2.64630 -2.19313
N -0.66131 -1.34887 -2.05249
H 0.72320 4.50759 0.08086
H 0.63618 4.84154 2.56252
H 0.94556 2.86420 4.04156
H 1.39270 0.64570 2.98908
H 0.35624 -0.63547 -5.15496
H -0.12511 -3.08996 -5.43928
H -0.96074 -4.37178 -3.45802
H -1.29180 -3.14987 -1.30721
O -5.20865 2.94938 4.19676
C -4.58620 2.59143 3.23071
C -5.16980 1.90880 1.99821
O -6.32863 1.90742 1.67610
C -3.99520 1.30785 1.27411
C -2.75477 1.88594 1.83933
O -1.65352 1.65124 1.35813
C -3.08610 2.70207 3.04026
O -2.32851 3.33549 3.73931
O -3.96645 0.43987 0.42384
C 5.03971 -0.01456 1.15034
O 4.49796 -1.32170 1.08090
C 5.16862 -2.23727 0.35285
C 6.42911 -2.03409 -0.18397
C 7.08745 -3.06512 -0.85279
C 6.48454 -4.30231 -0.97404
C 5.20047 -4.49492 -0.47136
C 4.51038 -3.47075 0.15975
N 3.23156 -3.69003 0.67750
C 2.09238 -2.81153 0.55114
N 1.31267 -3.00850 1.64743
C 0.06489 -2.51767 2.15490
C -0.90999 -1.77950 1.46783
C -2.05465 -1.46040 2.23916
C -2.19832 -1.76989 3.58483
C -1.21232 -2.48880 4.23966
C -0.10367 -2.87793 3.51712
O 0.91419 -3.62484 4.11287
C 0.63572 -4.22325 5.35410
N 1.85629 -2.00082 -0.39077
C 2.56569 -1.96793 -1.58385
C 3.13049 -0.76140 -1.98111
C 3.81960 -0.63154 -3.17895
C 3.94174 -1.72435 -4.01968
C 3.34917 -2.93486 -3.66834
C 2.65225 -3.05440 -2.47485
O 2.01418 -4.20496 -2.09272
C 1.90156 -5.21873 -3.06056
H 4.29198 0.59464 1.64814
H 5.21987 0.39094 0.15190
H 5.97408 -0.00617 1.72216
H 6.91051 -1.07008 -0.08205
H 8.06960 -2.88710 -1.27383
H 6.99436 -5.11692 -1.47538
H 4.69949 -5.44937 -0.59902
H 2.94578 -4.65551 0.63575
H 1.80689 -3.52357 2.35122
H -2.89345 -0.96607 1.75942
H -3.08648 -1.46075 4.13480
H -1.31957 -2.73684 5.28765
H 1.47470 -4.88063 5.57949
H -0.28630 -4.81060 5.31513
H 0.54528 -3.48268 6.15367
H 2.99960 0.08267 -1.31822
H 4.23020 0.33254 -3.45500
H 4.47103 -1.64394 -4.96188
H 3.43897 -3.77953 -4.33909
H 1.25015 -5.98017 -2.63454
H 2.87468 -5.66712 -3.29204
H 1.45604 -4.84279 -3.98655
F -2.69181 0.67498 -2.05309
P -4.01005 0.00803 -2.89430
F -5.24845 -0.64940 -3.69211
F -3.84880 1.17439 -3.98896
F -4.05395 -1.14809 -1.77673
F -4.99379 0.93052 -2.05113
F -2.97854 -0.89244 -3.74587
*
```

Values from the calculation:
Relative energy (zero: lowest compared OMol25 entry of this formula, charge and spin) (kcal/mol): 25.2
E_HOMO (spin up / spin down) (eV): -2.57 / -2.57
Lowest unoccupied orbital energy (spin up / spin down) (Eh): 0.141 / 0.092
HOMO-LUMO gap (spin up / spin down) (eV): 6.3953 / 5.0727

***

Here is the ion C5H15N2 with charge +1 at a distorted geometry from the Open Molecules 2025 dataset. Energies are from the ωB97M-V functional and the def2-TZVPD basis.

Structure (ORCA input):
```
! wB97M-V def2-TZVPD RIJCOSX def2/J DEFGRID3
* xyz 1 1
N -1.81390 -2.02712 0.04127
C -0.85290 -1.91410 1.11470
C 0.17882 -0.84744 0.75378
N -0.56552 0.41490 0.41837
C 0.27229 1.69654 0.28911
C 0.84975 1.92899 -1.07430
C 1.88278 0.87653 -1.49476
H -2.37210 -2.86741 0.03527
H -1.34234 0.63140 1.02890
H -1.31946 -2.02066 -0.84630
H -1.37230 -1.53938 1.99708
H -0.32841 -2.77661 1.53918
H 0.88014 -0.69613 1.57038
H 0.70664 -1.16061 -0.10434
H -0.81417 0.27199 -0.54286
H 1.08580 1.66140 1.01718
H -0.39086 2.47158 0.61659
H 1.38706 2.87341 -1.09248
H 0.05108 2.05388 -1.80847
H 2.23209 1.08373 -2.50341
H 1.56914 -0.15979 -1.52277
H 2.76000 1.00797 -0.86187
*
```

Values from the calculation:
Relative energy (zero: lowest compared OMol25 entry of this formula, charge and spin) (kcal/mol): 20.7
E_HOMO (eV): -13.78
Lowest unoccupied orbital energy (Eh): -0.107
HOMO-LUMO gap (eV): 10.8582
SMILES string: CCC[NH2+]CCN

***

Here is a cluster of 9 separate species, BF4H16O8 in total at a distorted geometry from the Open Molecules 2025 dataset. Energies are from the ωB97M-V functional and the def2-TZVPD basis.

Structure (ORCA input):
```
! wB97M-V def2-TZVPD RIJCOSX def2/J DEFGRID3
* xyz -1 1
B -1.14522 -0.34723 -0.23681
F -1.28753 -1.66930 -0.15297
F -1.96583 0.36436 0.66605
F 0.23616 -0.02057 -0.15917
F -1.51591 0.13542 -1.43004
O 3.61277 1.75456 4.31939
H 2.71789 1.50559 4.55055
H 3.51954 2.26615 3.51576
O -3.99440 -5.37365 2.70938
H -3.74350 -4.60815 2.19239
H -4.70817 -5.77471 2.21347
O -0.38008 4.82942 -2.26772
H -0.89464 4.06075 -2.02154
H -0.73923 5.09784 -3.11341
O -0.13765 -1.01957 4.50995
H 0.06827 -1.95100 4.43081
H -0.13112 -0.69500 3.60948
O 4.77613 -2.45810 -0.53360
H 4.84547 -3.31308 -0.10883
H 3.90585 -2.14042 -0.29290
O -6.16198 0.82274 -3.13133
H -6.13524 1.58596 -3.70839
H -5.24336 0.58562 -3.00428
O 3.92839 4.36759 0.38698
H 3.05834 4.26872 0.00037
H 4.53024 4.28914 -0.35319
O 1.04751 -2.57097 -4.25065
H 0.60726 -2.13698 -3.51986
H 1.33002 -1.85515 -4.81989
*
```

Values from the calculation:
Relative energy (zero: lowest compared OMol25 entry of this formula, charge and spin) (kcal/mol): 45.7
E_HOMO (eV): -7.95
Lowest unoccupied orbital energy (Eh): 0.097
HOMO-LUMO gap (eV): 10.5818